Record 1
Density functional theory data (ωB97M-V with the def2-TZVPD basis set) for a structure of composition C32H80As6F36N4O4.

The value obtained for the calculated total energy is -511508.198 eV. The value obtained for the largest force on an atom is 0.0788 Eh/bohr. For the energy relative to the best compared isomer or geometry (same formula, charge and spin), the calculation gives 28.4 kcal/mol. As for the HOMO energy: -5.78 eV.

Structure (ORCA input):
```
! wB97M-V def2-TZVPD RIJCOSX def2/J DEFGRID3
* xyz -2 1
C -11.461 -0.382 0.448
C -10.591 -0.453 -0.844
N -9.048 -0.051 -0.634
C -8.979 1.220 0.259
C -8.369 -1.221 0.194
C -6.773 -1.089 0.552
C -8.294 0.295 -1.965
C -7.867 -0.915 -2.868
O -9.111 -1.577 -3.252
C -8.855 -2.572 -4.223
H -11.046 -0.957 1.276
H -12.420 -0.883 0.315
H -11.594 0.662 0.733
H -10.887 0.191 -1.672
H -10.590 -1.479 -1.213
H -9.123 0.996 1.315
H -9.696 1.949 -0.120
H -7.937 1.529 0.169
H -8.504 -2.023 -0.532
H -9.004 -1.479 1.041
H -6.342 -1.827 1.229
H -6.557 -0.085 0.917
H -6.234 -1.148 -0.393
H -7.314 0.666 -1.667
H -8.790 1.064 -2.559
H -7.115 -1.534 -2.379
H -7.402 -0.589 -3.799
H -7.924 -3.074 -3.962
H -9.097 -2.273 -5.243
H -9.458 -3.470 -4.094
C 4.953 3.484 1.125
C 3.936 3.394 2.379
N 3.064 4.700 2.450
C 3.976 5.870 2.769
C 2.380 4.919 1.085
C 1.263 3.874 0.772
C 2.103 4.438 3.646
C 1.170 5.499 4.058
O 0.382 5.754 2.832
C -0.834 6.565 3.078
H 4.393 3.218 0.229
H 5.613 2.617 1.125
H 5.520 4.412 1.048
H 4.439 3.420 3.346
H 3.286 2.526 2.263
H 3.223 6.649 2.889
H 4.543 6.185 1.893
H 4.530 5.745 3.699
H 3.188 5.092 0.375
H 1.999 5.939 1.028
H 0.575 4.173 -0.018
H 0.632 3.606 1.619
H 1.854 3.064 0.344
H 2.760 4.143 4.464
H 1.668 3.504 3.290
H 1.508 6.483 4.384
H 0.493 5.155 4.840
H -1.561 6.130 3.765
H -1.361 6.846 2.166
H -0.559 7.421 3.695
C -2.466 -0.667 -0.034
C -1.190 -1.467 -0.530
N -0.044 -0.638 -1.142
C 0.294 0.554 -0.228
C 1.258 -1.440 -1.338
C 2.144 -1.693 -0.089
C -0.545 -0.094 -2.473
C -1.034 -0.977 -3.635
O -2.275 -1.620 -3.409
C -3.489 -0.907 -3.941
H -3.149 -1.308 0.523
H -2.928 -0.147 -0.873
H -2.115 0.040 0.718
H -1.509 -2.224 -1.247
H -0.626 -1.871 0.310
H -0.514 1.283 -0.278
H 1.203 1.027 -0.600
H 0.394 0.296 0.826
H 1.966 -1.001 -2.042
H 0.912 -2.360 -1.808
H 2.567 -0.813 0.396
H 2.965 -2.333 -0.413
H 1.655 -2.225 0.728
H 0.296 0.451 -2.901
H -1.275 0.682 -2.242
H -0.279 -1.730 -3.861
H -0.997 -0.448 -4.587
H -3.512 0.078 -3.473
H -4.431 -1.395 -3.692
H -3.512 -0.677 -5.006
C 6.838 -3.854 3.148
C 7.270 -3.027 1.927
N 6.774 -1.553 1.992
C 5.279 -1.567 1.674
C 6.783 -0.979 3.418
C 8.247 -0.773 4.046
C 7.578 -0.726 0.864
C 7.016 -0.784 -0.561
O 5.910 0.096 -0.475
C 5.311 0.437 -1.693
H 7.416 -4.750 3.374
H 5.824 -4.166 2.895
H 6.967 -3.269 4.058
H 6.933 -3.441 0.977
H 8.358 -3.084 1.908
H 5.216 -1.984 0.669
H 4.953 -0.551 1.896
H 4.755 -2.333 2.245
H 6.015 -1.404 4.064
H 6.445 0.016 3.127
H 8.167 -0.333 5.041
H 8.849 -0.154 3.381
H 8.826 -1.646 4.345
H 8.604 -1.094 0.855
H 7.611 0.309 1.205
H 6.782 -1.785 -0.922
H 7.672 -0.272 -1.265
H 6.010 0.720 -2.480
H 4.586 1.234 -1.526
H 4.768 -0.419 -2.094
As 2.212 0.014 4.499
F 3.615 1.138 4.873
F 3.358 -1.330 4.747
F 0.919 -1.276 4.253
F 1.006 1.362 4.321
F 2.460 0.137 2.788
F 1.770 -0.045 6.272
As 3.917 -5.575 -0.148
F 3.550 -7.081 0.774
F 3.993 -6.491 -1.670
F 4.334 -4.076 -0.975
F 3.910 -4.635 1.421
F 5.626 -5.902 0.128
F 2.154 -5.239 -0.391
As 2.357 3.104 -3.852
F 4.154 3.320 -3.662
F 2.663 1.438 -3.146
F 0.592 2.827 -4.004
F 2.220 4.837 -4.426
F 2.498 2.550 -5.558
F 2.232 3.594 -2.184
As -4.761 2.873 -1.394
F -5.382 1.474 -2.403
F -4.761 1.812 0.066
F -4.234 4.336 -0.488
F -4.734 3.884 -2.898
F -6.487 3.339 -1.068
F -3.037 2.419 -1.750
As -2.584 -4.756 1.953
F -3.883 -5.076 3.051
F -2.534 -6.484 1.554
F -1.117 -4.202 0.931
F -2.654 -3.051 2.487
F -1.493 -5.015 3.363
F -3.732 -4.481 0.549
As 1.071 -4.220 -6.489
F 2.571 -3.683 -7.249
F 0.670 -5.122 -7.953
F -0.469 -4.603 -5.719
F 1.682 -3.314 -5.095
F 0.253 -2.686 -7.186
F 1.794 -5.673 -5.741
*
```

***

Record 2
Density functional theory data (ωB97M-V with the def2-TZVPD basis set) for a cluster of 6 separate species, C32H80F2N6O11S2 in total.

The value obtained for the calculated total energy is -93028.242 eV. The value obtained for the largest force on an atom is 0.0673 Eh/bohr. As for the HOMO energy: -13.07 eV.

Structure (ORCA input):
```
! wB97M-V def2-TZVPD RIJCOSX def2/J DEFGRID3
* xyz 2 1
C 1.280 -2.750 -7.236
C 0.846 -1.500 -6.452
N 1.032 -1.637 -4.974
C 0.131 -2.689 -4.424
C 2.404 -2.065 -4.531
C 3.513 -1.079 -4.920
C 0.722 -0.316 -4.212
C -0.757 -0.054 -3.981
O -1.446 -0.018 -5.200
C -2.883 0.021 -5.161
H 2.336 -3.011 -7.267
H 1.002 -2.611 -8.335
H 0.714 -3.624 -6.900
H -0.216 -1.297 -6.533
H 1.435 -0.633 -6.767
H -0.877 -2.541 -4.854
H 0.252 -2.652 -3.414
H 0.488 -3.671 -4.734
H 2.600 -3.068 -4.915
H 2.260 -2.104 -3.507
H 4.469 -1.426 -4.544
H 3.315 -0.062 -4.615
H 3.578 -0.921 -6.019
H 1.098 0.527 -4.799
H 1.217 -0.373 -3.225
H -0.966 0.922 -3.531
H -1.173 -0.863 -3.382
H -3.304 1.051 -4.904
H -3.267 -0.716 -4.447
H -3.193 -0.124 -6.178
C -3.091 3.469 -2.003
C -4.118 4.153 -1.152
N -3.537 5.527 -0.753
C -2.121 5.472 -0.229
C -3.551 6.446 -1.900
C -4.958 6.833 -2.365
C -4.450 6.046 0.340
C -4.089 7.382 0.972
O -4.125 8.418 0.018
C -3.608 9.648 0.475
H -3.612 2.575 -2.385
H -2.196 3.238 -1.433
H -2.746 3.955 -2.914
H -4.128 3.633 -0.204
H -5.062 4.293 -1.603
H -1.466 5.102 -1.039
H -2.187 4.848 0.669
H -1.758 6.464 0.029
H -3.061 5.927 -2.696
H -2.962 7.362 -1.661
H -5.434 7.611 -1.764
H -5.647 5.989 -2.405
H -4.869 7.349 -3.315
H -4.374 5.387 1.138
H -5.510 6.008 0.090
H -3.102 7.355 1.329
H -4.774 7.531 1.764
H -4.138 10.014 1.382
H -3.653 10.431 -0.348
H -2.539 9.621 0.786
C -1.961 -1.892 1.378
C -2.199 -2.920 2.437
N -1.458 -2.648 3.770
C -0.108 -1.983 3.523
C -2.272 -1.706 4.753
C -1.673 -1.349 6.094
C -1.317 -4.001 4.486
C -0.387 -5.081 3.840
O -1.156 -5.979 3.101
C -0.479 -7.167 2.611
H -2.424 -0.930 1.452
H -2.370 -2.256 0.455
H -0.953 -1.648 1.261
H -1.853 -3.920 2.155
H -3.228 -2.997 2.796
H 0.506 -2.158 4.441
H -0.243 -0.964 3.283
H 0.246 -2.457 2.612
H -3.205 -2.228 5.012
H -2.605 -0.831 4.167
H -2.545 -1.045 6.741
H -0.983 -0.567 5.911
H -1.301 -2.233 6.651
H -2.322 -4.400 4.525
H -0.982 -3.785 5.545
H -0.044 -5.599 4.660
H 0.461 -4.504 3.331
H -0.268 -7.887 3.339
H 0.437 -6.894 1.986
H -1.273 -7.606 2.061
C 7.082 -1.932 2.286
C 5.750 -1.485 2.832
N 4.716 -1.308 1.740
C 3.493 -0.648 2.339
C 5.294 -0.291 0.833
C 4.455 0.164 -0.273
C 4.274 -2.571 0.982
C 4.229 -3.796 1.882
O 3.264 -3.724 2.898
C 3.763 -4.365 4.057
H 7.620 -1.095 1.791
H 7.066 -2.728 1.623
H 7.709 -2.274 3.121
H 5.705 -0.510 3.360
H 5.269 -2.264 3.437
H 3.750 0.402 2.609
H 3.154 -1.200 3.214
H 2.714 -0.802 1.591
H 6.165 -0.803 0.361
H 5.626 0.598 1.374
H 4.074 -0.606 -0.980
H 5.168 0.688 -0.922
H 3.619 0.799 0.020
H 5.014 -2.739 0.219
H 3.317 -2.422 0.500
H 5.189 -4.014 2.347
H 4.012 -4.683 1.218
H 3.805 -5.434 3.943
H 3.141 -4.057 4.820
H 4.750 -3.995 4.427
N -1.580 2.603 1.399
S -0.608 1.632 0.575
O 0.318 0.818 1.342
O -0.019 2.387 -0.484
F -1.574 0.693 -0.131
S -2.781 2.178 2.351
O -3.763 3.215 2.068
O -2.390 1.859 3.676
F -3.326 0.823 1.865
N 1.175 -2.055 -0.899
O 1.248 -2.180 0.359
O 2.233 -2.242 -1.537
O 0.093 -1.804 -1.473
*
```

***

> Which value of HOMO does entry 1 give?

-5.78 eV

***

> Look up the calculated total energy of the second one.

-93028.242 eV

***

> Which of these has the lowest HOMO?

C32H80F2N6O11S2